No. 1
{
  "formula": "CH24LiO15",
  "method": "the ωB97M-V functional and the def2-TZVPD basis",
  "elements": ["Li", "C", "O", "O", "O", "O", "H", "H", "O", "H", "H", "O", "H", "H", "O", "H", "H", "O", "H", "H", "O", "H", "H", "O", "H", "H", "O", "H", "H", "O", "H", "H", "O", "H", "H", "O", "H", "H", "O", "H", "H"],
  "coordinates": [[-0.825, 1.002, -1.461], [0.116, -0.377, 0.180], [-0.087, -1.212, 1.242], [-0.119, -0.809, -1.047], [0.129, 0.859, 0.419], [2.503, 0.212, -2.034], [1.612, 0.004, -2.264], [2.822, -0.510, -1.506], [2.440, -1.526, 1.908], [1.535, -1.375, 1.601], [2.935, -0.808, 1.596], [0.328, 0.165, 3.406], [0.089, -0.228, 2.555], [0.838, -0.427, 3.975], [-1.166, 3.032, -1.122], [-2.093, 3.179, -0.942], [-0.869, 3.599, -0.415], [-0.211, 0.686, -3.633], [-0.842, 0.789, -4.404], [0.319, 1.464, -3.749], [-0.068, -3.721, 0.583], [-0.725, -4.213, 1.098], [0.060, -2.802, 0.911], [2.126, 2.317, -0.433], [2.411, 1.536, -0.902], [1.397, 1.885, 0.016], [-2.631, -1.056, 1.612], [-1.696, -1.091, 1.421], [-2.845, -0.193, 1.772], [-1.888, -1.597, -2.658], [-2.375, -2.272, -2.250], [-1.190, -1.488, -2.030], [-1.944, 1.880, 1.545], [-1.349, 1.486, 0.961], [-1.421, 2.504, 2.029], [0.127, 2.783, 2.763], [0.169, 1.832, 2.737], [-0.162, 3.063, 3.620], [1.144, -2.745, -2.586], [0.625, -2.208, -1.975], [0.766, -3.638, -2.526]],
  "homo_energy_ha": -0.2432,
  "total_charge": -1,
  "homo_lumo_gap_ha": 0.313,
  "lumo_ha": 0.070
}

No. 2
{
  "formula": "CH26F3O16S",
  "method": "the ωB97M-V functional and the def2-TZVPD basis",
  "elements": ["C", "F", "F", "F", "S", "O", "O", "O", "O", "H", "H", "O", "H", "H", "O", "H", "H", "O", "H", "H", "O", "H", "H", "O", "H", "H", "O", "H", "H", "O", "H", "H", "O", "H", "H", "O", "H", "H", "O", "H", "H", "O", "H", "H", "O", "H", "H"],
  "coordinates": [[0.678, -0.670, 0.696], [1.821, -0.587, 0.018], [0.054, -1.786, 0.326], [0.930, -0.681, 1.987], [-0.460, 0.737, 0.194], [-1.501, 0.756, 1.236], [0.292, 1.975, 0.225], [-0.922, 0.333, -1.115], [0.380, 4.560, -0.892], [0.574, 3.836, -0.268], [0.499, 5.360, -0.373], [-3.463, 1.253, -2.190], [-2.810, 0.641, -1.823], [-3.047, 2.118, -2.122], [-3.105, -1.683, 0.643], [-3.731, -1.110, 0.190], [-2.744, -1.132, 1.353], [2.046, 3.110, -2.822], [2.674, 2.563, -2.342], [1.446, 3.453, -2.139], [2.277, 3.345, 1.672], [1.499, 2.934, 1.261], [2.016, 3.488, 2.588], [-1.413, -4.270, 0.081], [-1.793, -3.417, 0.357], [-0.935, -4.069, -0.731], [0.171, -4.405, 2.516], [1.053, -4.162, 2.220], [-0.387, -4.335, 1.717], [-0.399, 0.848, -3.800], [-0.330, 0.545, -2.877], [-0.720, 1.751, -3.733], [-1.194, 2.541, 3.267], [-1.880, 3.092, 2.883], [-0.978, 1.896, 2.557], [-2.790, -1.820, -3.468], [-2.908, -1.300, -4.269], [-2.321, -1.229, -2.868], [4.571, 0.539, 0.787], [5.167, 0.369, 0.050], [3.777, 0.903, 0.380], [-1.228, -2.462, 3.782], [-0.499, -1.858, 3.938], [-0.804, -3.340, 3.646], [3.868, -2.869, -0.968], [3.389, -2.762, -0.139], [3.180, -2.997, -1.630]],
  "homo_energy_ha": -0.3029,
  "total_charge": -1,
  "homo_lumo_gap_ha": 0.388,
  "lumo_ha": 0.085
}